Record 1
Molecular formula: C25H22FN3O3S
Method: DFT, the ωB97M-V functional and the def2-TZVPD basis

Structure (SMILES): COc1ccc(CN(C(=O)CSc2nnc(-c3ccccc3C)o2)c2ccc(F)cc2)cc1
E_HOMO, hartree: -0.3053
Frontier orbital gap, Ha: 0.322
Max |F|, eV/A: 1.60
E_LUMO, eV: 0.456

```
! RIJCOSX wB97M-V def2-TZVPD def2/J DEFGRID3
* xyz 0 1
C 0.188 3.546 -3.394
O -0.680 3.192 -2.344
C -0.777 1.881 -1.994
C 0.014 0.859 -2.505
C -0.193 -0.446 -2.091
C -1.194 -0.763 -1.188
C -1.433 -2.193 -0.779
N -0.909 -2.486 0.559
C 0.426 -2.620 0.699
O 1.201 -2.517 -0.229
C 0.940 -2.889 2.108
S 0.392 -1.632 3.321
C 0.535 -0.221 2.328
N -0.184 0.855 2.388
N 0.315 1.698 1.467
C 1.304 1.097 0.875
C 2.165 1.565 -0.185
C 2.902 0.613 -0.892
C 3.764 1.004 -1.895
C 3.905 2.351 -2.189
C 3.172 3.295 -1.490
C 2.283 2.929 -0.486
C 1.484 3.964 0.230
O 1.499 -0.145 1.393
C -1.854 -2.818 1.569
C -2.541 -1.824 2.257
C -3.485 -2.167 3.206
C -3.730 -3.507 3.454
F -4.650 -3.845 4.376
C -3.058 -4.511 2.780
C -2.118 -4.158 1.830
C -1.976 0.267 -0.672
C -1.766 1.572 -1.059
H 1.232 3.338 -3.143
H -0.075 3.025 -4.321
H 0.057 4.618 -3.534
H 0.797 1.064 -3.217
H 0.438 -1.230 -2.482
H -2.502 -2.414 -0.761
H -0.933 -2.860 -1.488
H 0.568 -3.836 2.497
H 2.030 -2.902 2.078
H 2.772 -0.433 -0.658
H 4.326 0.264 -2.444
H 4.585 2.668 -2.967
H 3.290 4.343 -1.727
H 1.531 3.817 1.306
H 1.836 4.963 -0.018
H 0.436 3.876 -0.051
H -2.316 -0.785 2.074
H -4.021 -1.411 3.757
H -3.275 -5.545 2.999
H -1.585 -4.923 1.284
H -2.768 0.044 0.026
H -2.364 2.373 -0.658
*
```

Atomic partial charges in e from the Mulliken method, atoms 1 to 2:
1 C -0.713
2 O -0.450



Record 2
Molecular formula: C25H23AsBr2N2OPt
Method: DFT, the ωB97M-V functional and the def2-TZVPD basis

E_HOMO (alpha / beta), hartree: -0.2523 / -0.2524
Frontier orbital gap (alpha / beta), Ha: 0.229 / 0.229
Max |F|, eV/A: 0.49
E_LUMO (alpha / beta), eV: -0.646 / -0.646

```
! RIJCOSX wB97M-V def2-TZVPD def2/J DEFGRID3
* xyz 0 1
Pt -0.125 -0.279 -0.573
Br -1.265 1.260 6.847
C -1.278 0.323 5.199
C -2.407 -0.483 4.877
C -2.437 -1.195 3.727
C -1.366 -1.150 2.742
O -1.431 -1.845 1.716
C -0.245 -0.284 3.089
C 0.930 -0.204 2.340
N 1.126 -0.517 1.073
C 2.400 -0.913 0.651
C 3.596 -0.725 1.302
C 4.791 -1.266 0.789
C 4.801 -2.019 -0.349
C 3.591 -2.241 -1.045
C 3.513 -3.022 -2.220
C 2.307 -3.195 -2.832
C 1.175 -2.554 -2.300
N 1.207 -1.805 -1.223
C 2.402 -1.664 -0.563
C -0.231 0.392 4.349
H -3.232 -0.534 5.577
H -3.279 -1.830 3.485
H 1.810 0.087 2.915
H 3.640 -0.163 2.224
H 5.713 -1.085 1.326
H 5.718 -2.449 -0.731
H 4.412 -3.479 -2.614
H 2.204 -3.797 -3.724
H 0.213 -2.667 -2.779
H 0.636 0.992 4.604
C -0.601 0.985 -4.002
As -1.440 0.121 -2.485
C -2.240 -1.455 -3.298
C -3.022 1.207 -2.260
H -1.323 1.127 -4.804
H 0.228 0.373 -4.356
H -0.212 1.951 -3.682
H -2.980 -1.151 -4.037
H -2.720 -2.046 -2.519
H -1.488 -2.063 -3.797
H -3.587 1.204 -3.192
H -2.729 2.223 -2.003
H -3.631 0.802 -1.455
Br -1.906 5.990 1.082
C -1.450 4.203 0.627
C -2.294 3.167 0.986
C -1.957 1.864 0.646
C -0.780 1.556 -0.038
C 0.039 2.636 -0.390
C -0.281 3.950 -0.065
H -3.210 3.373 1.525
H -2.649 1.077 0.906
H 0.965 2.456 -0.926
H 0.375 4.764 -0.344
*
```

Atomic partial charges in e from the Mulliken method, atoms 1 to 2:
1 Pt 0.710
2 Br -0.231



Record 3
Molecular formula: C25H23BrInN5O4
Method: DFT, the ωB97M-V functional and the def2-TZVPD basis

E_HOMO, hartree: -0.4743
Frontier orbital gap, Ha: 0.227
Energy above the lowest of the compared OMol25 structures with the same formula, charge and spin, kJ/mol: 0.00
Max |F|, eV/A: 5.34
E_LUMO, eV: -6.740

```
! RIJCOSX wB97M-V def2-TZVPD def2/J DEFGRID3
* xyz 2 1
In -0.513 -0.964 -1.873
O 1.801 -1.740 -1.999
C 2.376 -0.958 -3.105
C 1.767 0.435 -3.129
C 2.597 1.462 -3.567
C 2.066 2.722 -3.750
C 0.662 2.950 -3.583
C -0.054 1.905 -2.984
N 0.505 0.674 -2.733
H 1.598 -2.653 -2.341
H 2.208 -1.404 -4.099
H 3.476 -0.920 -2.919
H 3.663 1.278 -3.794
H 2.728 3.585 -4.009
H 0.245 3.923 -3.802
H -1.075 1.997 -2.702
Br -3.998 0.667 -2.062
C -3.781 -1.201 -2.294
C -4.988 -1.880 -2.503
C -4.911 -3.218 -2.904
C -3.640 -3.758 -3.223
C -2.453 -3.086 -2.958
N -2.593 -1.830 -2.288
C -1.145 -3.547 -3.316
O -1.055 -4.510 -4.089
O -0.148 -2.914 -2.666
H -5.942 -1.318 -2.347
H -5.770 -3.872 -2.955
H -3.577 -4.778 -3.668
C -0.599 4.522 2.473
C 0.167 3.399 3.112
C 1.476 3.024 2.732
C 2.102 1.890 3.256
C 1.442 1.140 4.240
N 2.060 0.019 4.829
C 2.909 -0.872 4.110
O 3.894 -1.344 4.630
N 2.549 -1.049 2.744
C 1.267 -1.192 2.200
C 0.129 -1.677 2.906
C -1.132 -1.744 2.327
C -1.237 -1.343 0.997
N -0.171 -1.007 0.273
C 1.059 -0.954 0.847
C 0.193 1.546 4.703
C -0.446 2.657 4.139
H 0.039 5.238 1.943
H -1.173 5.039 3.257
H -1.334 4.219 1.746
H 1.972 3.640 1.998
H 3.061 1.610 2.796
H 2.328 -0.004 5.812
H 3.281 -1.490 2.181
H 0.168 -2.021 3.929
H -2.041 -2.058 2.858
H -2.205 -1.406 0.477
H 1.918 -0.769 0.187
H -0.318 0.996 5.485
H -1.412 2.943 4.473
*
```

Atomic partial charges in e from the Mulliken method, atoms 1 to 2:
1 In 1.632
2 O -0.525



Record 4
Molecular formula: C25H23N2O7PS
Method: DFT, the ωB97M-V functional and the def2-TZVPD basis

Structure (SMILES): O=C1OC(=O)C([PH2]=S)=C1CCCc1ccccc1.O=[N+]([O-])c1ccccc1.O=[N+]([O-])c1ccccc1
E_HOMO, hartree: -0.3341
Frontier orbital gap, Ha: 0.275
Max |F|, eV/A: 1.70
E_LUMO, eV: -1.617

```
! RIJCOSX wB97M-V def2-TZVPD def2/J DEFGRID3
* xyz 0 1
O -3.273 0.757 -3.461
C -2.351 0.020 -3.563
O -2.436 -1.235 -4.122
C -1.168 -1.782 -4.144
O -0.954 -2.863 -4.592
C -0.229 -0.817 -3.521
P 1.542 -1.099 -3.401
S 2.548 0.137 -4.526
C -0.926 0.260 -3.133
C -0.561 1.521 -2.444
C 0.291 1.340 -1.156
C -0.511 1.697 0.101
C 0.341 1.868 1.340
C -0.068 1.297 2.542
C 0.667 1.458 3.710
C 1.833 2.211 3.695
C 2.264 2.782 2.503
C 1.522 2.610 1.343
H 1.746 -2.437 -3.755
H 1.904 -0.986 -2.055
H -0.098 2.217 -3.145
H -1.504 1.980 -2.142
H 1.197 1.933 -1.229
H 0.538 0.283 -1.070
H -1.055 2.628 -0.082
H -1.234 0.907 0.312
H -0.979 0.708 2.580
H 0.350 1.006 4.640
H 2.401 2.346 4.607
H 3.177 3.363 2.496
H 1.867 3.069 0.424
O -1.572 -8.568 -7.622
N -2.210 -7.913 -8.421
O -2.558 -8.307 -9.515
C -2.586 -6.541 -8.035
C -2.175 -6.054 -6.809
C -2.515 -4.757 -6.457
C -3.260 -3.976 -7.332
C -3.669 -4.487 -8.557
C -3.332 -5.782 -8.917
H -1.597 -6.674 -6.140
H -2.201 -4.352 -5.508
H -3.520 -2.962 -7.056
H -4.251 -3.877 -9.234
H -3.642 -6.191 -9.867
O 0.750 2.849 6.855
N 1.885 2.817 7.278
O 2.822 2.291 6.705
C 2.153 3.451 8.580
C 1.101 4.024 9.270
C 1.354 4.604 10.503
C 2.642 4.604 11.022
C 3.685 4.028 10.308
C 3.444 3.444 9.075
H 0.105 4.018 8.855
H 0.544 5.054 11.059
H 2.834 5.054 11.987
H 4.687 4.031 10.712
H 4.245 2.991 8.511
*
```

Atomic partial charges in e from the Mulliken method, atoms 1 to 2:
1 O -0.515
2 C 0.088



Repeat the first record exactly.
Molecular formula: C25H22FN3O3S
Method: DFT, the ωB97M-V functional and the def2-TZVPD basis

Structure (SMILES): COc1ccc(CN(C(=O)CSc2nnc(-c3ccccc3C)o2)c2ccc(F)cc2)cc1
E_HOMO, hartree: -0.3053
Frontier orbital gap, Ha: 0.322
Max |F|, eV/A: 1.60
E_LUMO, eV: 0.456

```
! RIJCOSX wB97M-V def2-TZVPD def2/J DEFGRID3
* xyz 0 1
C 0.188 3.546 -3.394
O -0.680 3.192 -2.344
C -0.777 1.881 -1.994
C 0.014 0.859 -2.505
C -0.193 -0.446 -2.091
C -1.194 -0.763 -1.188
C -1.433 -2.193 -0.779
N -0.909 -2.486 0.559
C 0.426 -2.620 0.699
O 1.201 -2.517 -0.229
C 0.940 -2.889 2.108
S 0.392 -1.632 3.321
C 0.535 -0.221 2.328
N -0.184 0.855 2.388
N 0.315 1.698 1.467
C 1.304 1.097 0.875
C 2.165 1.565 -0.185
C 2.902 0.613 -0.892
C 3.764 1.004 -1.895
C 3.905 2.351 -2.189
C 3.172 3.295 -1.490
C 2.283 2.929 -0.486
C 1.484 3.964 0.230
O 1.499 -0.145 1.393
C -1.854 -2.818 1.569
C -2.541 -1.824 2.257
C -3.485 -2.167 3.206
C -3.730 -3.507 3.454
F -4.650 -3.845 4.376
C -3.058 -4.511 2.780
C -2.118 -4.158 1.830
C -1.976 0.267 -0.672
C -1.766 1.572 -1.059
H 1.232 3.338 -3.143
H -0.075 3.025 -4.321
H 0.057 4.618 -3.534
H 0.797 1.064 -3.217
H 0.438 -1.230 -2.482
H -2.502 -2.414 -0.761
H -0.933 -2.860 -1.488
H 0.568 -3.836 2.497
H 2.030 -2.902 2.078
H 2.772 -0.433 -0.658
H 4.326 0.264 -2.444
H 4.585 2.668 -2.967
H 3.290 4.343 -1.727
H 1.531 3.817 1.306
H 1.836 4.963 -0.018
H 0.436 3.876 -0.051
H -2.316 -0.785 2.074
H -4.021 -1.411 3.757
H -3.275 -5.545 2.999
H -1.585 -4.923 1.284
H -2.768 0.044 0.026
H -2.364 2.373 -0.658
*
```

Atomic partial charges in e from the Mulliken method, atoms 1 to 2:
1 C -0.713
2 O -0.450